Entry 1:
12
Properties=species:S:1:pos:R:3 method="wB97M-V/def2-TZVPD" spin_multiplicity=1 gap_ev=11.12 smiles=N#C[C@H](O)CN e_tot_ev=-8235.301 relative_energy_ev=1.3979
N -1.3715 -0.5679 0.6570
C -0.6078 0.1004 -0.3904
C 0.8182 0.4063 0.1526
O 1.2440 -0.6069 1.0132
C 1.7524 0.5024 -0.9882
N 2.4460 0.5662 -1.9111
H -2.0034 0.0589 1.1405
H -1.9146 -1.3371 0.2859
H -0.5159 -0.5737 -1.2458
H -1.0688 1.0292 -0.7475
H 0.8164 1.3844 0.6610
H 0.4048 -0.9621 1.3730

=====

Entry 2:
12
Properties=species:S:1:pos:R:3 method="wB97M-V/def2-TZVPD" spin_multiplicity=1 gap_ev=10.55 smiles=N#C[C@@H](N)CO e_tot_ev=-8233.770 relative_energy_ev=2.9284
N 0.7618 1.1926 1.2013
C 0.4849 -0.0999 0.5726
C -0.9276 -0.4856 -0.3812
O -2.3070 -0.5762 -0.1086
C 1.3211 -0.3762 -0.6226
N 1.5907 -0.5965 -1.7277
H 1.5877 1.1573 1.8057
H 0.9560 1.9230 0.5228
H 0.7148 -0.8598 1.3355
H -0.7869 0.2292 -1.1898
H -0.6130 -1.4933 -0.6652
H -2.7825 -0.0148 -0.7429

=====

Entry 3:
13
Properties=species:S:1:pos:R:3 method="wB97M-V/def2-TZVPD" spin_multiplicity=1 gap_ev="8.62 / 9.43" e_tot_ev=-10278.061 relative_energy_ev=6.7367
C 1.7771 -1.3435 -0.5066
C -0.4514 0.9141 -0.1312
C -1.8829 0.3261 -0.1091
N 2.8672 -0.8351 -0.2744
N 0.4990 0.5639 0.8454
O -0.2148 1.7436 -0.9530
O 1.6505 1.1223 0.8616
H 1.4920 -2.3907 -0.4867
H 0.7820 -0.7773 -0.7130
H -2.5785 0.8766 -0.6862
H -2.1695 0.4248 0.9713
H -1.8262 -0.6610 -0.4056
H 0.0555 0.0359 1.5875

=====

Entry 4:
13
Properties=species:S:1:pos:R:3 method="wB97M-V/def2-TZVPD" spin_multiplicity=1 gap_ev="8.13 / 7.76" e_tot_ev=-10276.714 relative_energy_ev=8.0832
C -0.8140 1.0034 -0.6616
C 0.1869 1.1689 0.4334
C 0.1200 -1.2386 0.5226
N 0.1046 -0.0859 1.1649
N 0.5427 -1.4069 -0.7857
O 0.1075 -2.4165 -1.4126
O 1.3242 -0.5562 -1.2446
H -1.8898 0.8870 -0.4669
H -0.7017 1.5109 -1.5884
H 1.0829 1.4970 -0.0279
H -0.0245 2.0105 1.0332
H -0.1715 -2.1501 0.8707
H 0.1329 -0.2236 2.1628

=====

Entry 5:
13
Properties=species:S:1:pos:R:3 method="wB97M-V/def2-TZVPD" spin_multiplicity=1 gap_ev=7.45 e_tot_ev=-10277.254 relative_energy_ev=7.5440
C -1.4066 1.4032 -0.7285
C -1.6956 0.6299 0.4006
C 0.4629 -1.0791 -0.6454
N 2.4235 0.1790 0.2493
N 0.4856 -1.7558 0.4800
O 3.2212 0.9482 -0.0749
O 1.4036 -0.2041 -0.8684
H -1.7356 1.0716 -1.6642
H -0.9284 2.3804 -0.7072
H -1.7520 -0.4532 0.3003
H -1.5716 0.9484 1.4486
H -0.0270 -2.5493 0.5406
H 1.1201 -1.5191 1.2692

=====

Entry 6:
13
Properties=species:S:1:pos:R:3 method="wB97M-V/def2-TZVPD" spin_multiplicity=1 gap_ev=8.84 e_tot_ev=-10281.406 relative_energy_ev=3.3914
C -0.9237 -0.7514 0.7407
C 0.8312 -0.2222 -0.7093
N -1.3701 0.4580 0.9449
C 2.0150 -0.1216 -1.2917
O -1.4015 -1.8583 1.3601
O 0.0547 1.4595 -0.8199
N 0.0311 -1.0366 -0.1444
H -2.1266 -1.6171 1.9484
H 0.7192 2.0727 -0.4815
H -0.6651 1.2873 -0.0352
H -2.1506 0.5543 1.5808
H 2.6714 -0.9795 -1.2518
H 2.3150 0.7548 -1.8410

=====

Entry 7:
13
Properties=species:S:1:pos:R:3 method="wB97M-V/def2-TZVPD" spin_multiplicity=1 gap_ev=10.87 smiles="[H]/N=C/OCC(N)=O" e_tot_ev=-10283.358 relative_energy_ev=1.4392
N -2.4062 -0.7493 0.4551
C -1.5324 0.2718 0.1831
O -1.8511 1.4395 0.0905
C -0.1036 -0.2125 -0.0599
O 0.8098 0.6240 0.6359
C 2.0439 0.6813 0.1050
N 2.3685 0.0804 -0.9598
H -3.4048 -0.5883 0.4392
H -2.0921 -1.7099 0.4307
H 0.1251 -0.1816 -1.1329
H 0.0263 -1.2497 0.2939
H 2.6870 1.3054 0.7337
H 3.3296 0.2889 -1.2146

=====

Entry 8:
13
Properties=species:S:1:pos:R:3 method="wB97M-V/def2-TZVPD" spin_multiplicity=1 gap_ev=8.93 e_tot_ev=-10280.118 relative_energy_ev=4.6799
C -0.8107 1.1858 0.9346
C 0.3031 -0.9826 -0.5781
C -0.4337 -0.2265 1.2664
O 2.1343 0.0586 -1.4204
O 0.0600 -1.5438 -1.7710
N 1.2936 -0.1519 -0.3186
N -0.4774 -1.2894 0.4583
H 1.8912 0.8926 -1.8576
H -0.7112 -2.1175 -1.6637
H -0.5125 -0.4591 2.3371
H -1.7832 1.4068 1.3869
H -0.8791 1.3593 -0.1399
H -0.0746 1.8676 1.3661

=====

Entry 9:
13
Properties=species:S:1:pos:R:3 method="wB97M-V/def2-TZVPD" spin_multiplicity=1 gap_ev=8.79 e_tot_ev=-10280.937 relative_energy_ev=3.8605
N 1.5945 0.6685 -1.2688
C 0.5533 0.3189 -0.5325
O 0.2369 -0.9513 -0.6264
C -0.1044 1.2026 0.4789
O 0.2338 0.4533 1.5429
C -0.6799 -1.4318 0.3407
N -1.8931 -1.4046 0.0333
H 2.1501 -0.0266 -1.7490
H 1.8800 1.6343 -1.3083
H -1.1839 1.3310 0.2446
H 0.3635 2.2116 0.4086
H -0.1574 -1.8762 1.1806
H -2.4444 -1.8425 0.7687

=====

Entry 10:
13
Properties=species:S:1:pos:R:3 method="wB97M-V/def2-TZVPD" spin_multiplicity=1 gap_ev=10.58 smiles="[H]/N=C/OCC(N)=O" e_tot_ev=-10283.558 relative_energy_ev=1.2394
N -1.4784 0.7874 -0.2691
C -1.3940 -0.1113 0.7427
O -2.3156 -0.3913 1.4889
C -0.0471 -0.8212 0.9151
O 1.1139 0.0191 0.9213
C 1.6738 0.3594 -0.2388
N 1.1373 0.1727 -1.3736
H -2.3973 1.1569 -0.4648
H -0.7828 0.7590 -1.0066
H 0.0696 -1.5918 0.1438
H -0.0740 -1.2825 1.9013
H 2.6489 0.8184 -0.0553
H 1.7510 0.5009 -2.1141

=====

Entry 11:
13
Properties=species:S:1:pos:R:3 method="wB97M-V/def2-TZVPD" spin_multiplicity=1 gap_ev="8.07 / 8.02" e_tot_ev=-10279.487 relative_energy_ev=5.3107
C -0.1910 0.7350 0.2114
C 1.4526 -0.9632 -0.3439
C -1.6782 1.1141 -0.1587
N -0.0888 0.2324 1.5970
N 0.7463 -0.5767 1.8370
O 0.2766 -0.3284 -0.6617
O 1.6524 -2.1924 -0.7669
H 0.5107 1.4822 0.0971
H 2.5517 -0.4997 -0.3949
H -2.2489 0.2194 0.1321
H -1.5519 1.5327 -1.1462
H -2.1838 1.8779 0.4216
H 0.7525 -2.6334 -0.8238

=====

Entry 12:
13
Properties=species:S:1:pos:R:3 method="wB97M-V/def2-TZVPD" spin_multiplicity=1 gap_ev=8.55 e_tot_ev=-10280.924 relative_energy_ev=3.8732
N 1.5715 -0.0269 1.4625
C 0.6065 0.0482 0.5690
O 0.6587 -0.8401 -0.3779
C -0.6171 0.9263 0.6880
O -1.5678 -0.0045 0.5896
C -0.4633 -0.8623 -1.2645
N -0.3698 -0.1329 -2.2795
H 2.2609 -0.7659 1.4272
H 1.5920 0.6266 2.2305
H -0.5811 1.7067 -0.1044
H -0.5310 1.4690 1.6588
H -1.1189 -1.6881 -1.0179
H -1.1515 -0.3005 -2.9088